DFT (ωB97M-V/def2-TZVPD) results for a structure of composition C16H44CdN4O4 in a non-equilibrium geometry.

Each line ends with the Löwdin charge.
Positions of all 69 atoms, in Å:
Cd: -13.33413 -23.89502 3.81726  1.341
C: -12.57010 -21.32018 7.24155  -0.040
C: -13.05528 -22.39889 6.35115  -0.414
C: -14.58705 -22.54749 6.22442  -0.116
O: -14.94061 -23.39470 5.08193  -0.328
C: -16.38196 -23.43786 4.99357  -0.072
N: -12.35134 -22.34005 5.03779  -0.001
H: -11.48330 -21.23797 7.25663  0.102
H: -12.91625 -21.55351 8.24845  0.106
H: -12.91336 -20.32494 6.95911  0.069
H: -12.60614 -23.21699 6.91425  0.110
H: -14.89658 -21.55161 5.90738  0.118
H: -15.01914 -22.81962 7.18741  0.151
H: -16.74612 -23.92496 4.08901  0.079
H: -16.81925 -22.44627 5.11028  0.101
H: -16.95329 -24.02565 5.71203  0.101
H: -11.37981 -22.29458 5.31013  0.103
H: -12.54757 -21.40769 4.70270  0.039
C: -12.54545 -21.24291 0.68994  -0.036
C: -12.81065 -21.24990 2.14098  -0.466
C: -13.20876 -19.86032 2.72237  -0.082
O: -13.65260 -20.11336 4.13856  -0.243
C: -13.54434 -18.85397 4.86950  -0.083
N: -13.84722 -22.20583 2.43704  -0.022
H: -11.62538 -20.65918 0.66089  0.108
H: -13.31562 -20.70907 0.13322  0.111
H: -12.30708 -22.19834 0.22259  0.075
H: -12.05622 -21.70386 2.78352  0.097
H: -14.10395 -19.54169 2.18833  0.140
H: -12.34851 -19.20132 2.60490  0.142
H: -12.60375 -18.50772 5.29787  0.100
H: -14.32275 -18.97384 5.62303  0.090
H: -13.87637 -17.94076 4.37562  0.096
H: -14.68238 -21.68536 2.66446  0.099
H: -14.10072 -22.30844 1.46477  0.079
C: -13.52899 -27.22920 5.63832  -0.037
C: -12.70129 -26.00291 6.07837  -0.361
C: -11.53354 -26.21643 7.09391  -0.188
O: -10.84780 -25.00939 7.36364  -0.225
C: -9.72129 -25.14321 8.28310  -0.038
N: -12.20933 -25.30794 4.83982  -0.028
H: -14.25665 -27.58483 6.36781  0.094
H: -12.83899 -27.96903 5.23255  0.091
H: -14.24160 -27.04811 4.83365  0.059
H: -13.45443 -25.38167 6.56309  0.118
H: -10.84555 -26.97734 6.72541  0.130
H: -11.91853 -26.68925 7.99741  0.137
H: -8.93688 -25.60947 7.68695  0.094
H: -9.82091 -25.65370 9.24100  0.099
H: -9.52555 -24.08618 8.46326  0.092
H: -11.77697 -26.07373 4.34311  0.094
H: -11.37141 -24.87261 5.19827  0.072
C: -14.66933 -26.68768 0.70079  -0.012
C: -13.83919 -25.85541 1.70169  -0.402
C: -12.62275 -25.06910 1.16621  -0.143
O: -11.93030 -24.26893 2.18681  -0.350
C: -10.55713 -23.97377 1.80414  -0.046
N: -14.73481 -25.02758 2.53303  -0.023
H: -15.67231 -26.30001 0.52233  0.089
H: -14.80063 -27.72407 1.01186  0.094
H: -14.07586 -26.63964 -0.21222  0.088
H: -13.41179 -26.57412 2.40090  0.118
H: -12.93060 -24.38739 0.37337  0.119
H: -11.91047 -25.70791 0.64403  0.139
H: -9.89674 -24.83722 1.72389  0.102
H: -10.08649 -23.23411 2.45181  0.098
H: -10.61313 -23.57510 0.79121  0.088
H: -15.16206 -24.41384 1.85414  0.084
H: -15.50575 -25.64033 2.75729  0.096

As for the spin multiplicity: 1. The HOMO-LUMO gap is 10.7 eV. The HOMO energy comes out at -15.24 eV. Its net charge is +2. Its strongest force on any atom is 3.96 eV/A. The energy above the lowest of the compared OMol25 structures with the same formula, charge and spin comes out at 0.000 eV.

---

DFT (ωB97M-V/def2-TZVPD) results for a structure of composition C16H44KN4O4 in a non-equilibrium geometry.

Each line ends with the Löwdin spin population.
Positions of all 69 atoms, in Å:
K: -0.50558 0.33821 -0.33540  0.001
C: -0.93606 -3.29457 0.79447  0.002
C: -0.14134 -2.20681 1.46667  0.037
C: 0.45641 -2.64129 2.79498  0.087
O: 1.27656 -1.68402 3.45446  0.622
C: 1.29618 -1.87254 4.90737  0.053
N: 0.94261 -1.78857 0.56403  0.037
H: -1.43787 -3.00071 -0.12744  0.001
H: -1.74644 -3.68900 1.40752  0.001
H: -0.17145 -4.03112 0.54756  0.001
H: -0.86543 -1.40179 1.59212  0.007
H: 1.18635 -3.44999 2.75898  0.055
H: -0.30613 -2.98727 3.49279  0.006
H: 1.93875 -2.74346 5.03659  0.036
H: 0.32515 -1.99756 5.38649  0.012
H: 1.81536 -1.04267 5.38685  0.003
H: 1.27436 -2.59555 0.05529  0.002
H: 1.71952 -1.73223 1.20696  0.001
C: 1.41842 4.62728 -1.15672  0.000
C: 0.99146 3.35911 -0.62151  0.000
C: 1.66567 3.10955 0.74551  0.001
O: 1.23481 1.95744 1.49722  0.013
C: 2.03976 1.57745 2.63957  0.009
N: -0.48114 3.22797 -0.45534  0.000
H: 1.15008 4.79990 -2.19898  0.000
H: 2.49685 4.70360 -1.29548  0.000
H: 1.16149 5.54989 -0.63625  0.000
H: 1.34069 2.61551 -1.33790  0.000
H: 1.43837 3.95674 1.39257  0.001
H: 2.73152 3.00648 0.54192  0.000
H: 3.05177 1.43995 2.25874  0.000
H: 1.67808 0.64742 3.07812  0.002
H: 1.81546 2.25233 3.46560  0.002
H: -0.83348 4.09438 -0.83650  0.000
H: -0.77070 3.23331 0.51225  0.000
C: -5.29371 1.49330 -1.06737  0.000
C: -3.88868 1.13656 -0.48984  0.000
C: -4.08353 0.81901 1.00582  0.001
O: -2.88933 0.56868 1.71054  0.005
C: -2.94136 0.29894 3.07534  0.001
N: -3.34025 0.00815 -1.21659  0.000
H: -5.09667 1.92206 -2.04993  0.000
H: -5.63453 2.35923 -0.49983  0.000
H: -6.11844 0.79764 -1.22224  0.000
H: -3.25980 2.00285 -0.69520  0.000
H: -4.71909 -0.05110 1.17035  0.000
H: -4.71742 1.48364 1.59281  0.000
H: -3.75662 0.77177 3.62298  0.000
H: -1.98408 0.54946 3.53244  0.000
H: -3.04204 -0.68586 3.53155  0.000
H: -3.85747 -0.81052 -0.92961  0.000
H: -3.37533 0.00183 -2.22596  0.000
C: 2.13791 0.39883 -4.54015  0.000
C: 1.62411 -0.49393 -3.48452  0.000
C: 2.47181 -1.84964 -3.59811  0.000
O: 2.17187 -2.73473 -2.49556  0.000
C: 2.75073 -4.06143 -2.60505  0.000
N: 1.69547 -0.03096 -2.11780  0.000
H: 3.16069 0.71858 -4.34065  0.000
H: 1.59217 1.33412 -4.66464  0.000
H: 2.32124 -0.15435 -5.46129  0.000
H: 0.58003 -0.68595 -3.73171  0.000
H: 3.52540 -1.57046 -3.58759  0.000
H: 2.31239 -2.31314 -4.57168  0.000
H: 2.74982 -4.61789 -1.66779  0.000
H: 3.82273 -3.90074 -2.71947  0.000
H: 2.33418 -4.65653 -3.41773  0.000
H: 2.53303 0.53339 -2.10744  0.000
H: 1.96471 -0.91816 -1.71720  0.000

As for the spin multiplicity: 2. The HOMO-LUMO gap (alpha / beta) is 9.2 / 2.7 eV. The HOMO energy (alpha / beta) comes out at -14.37 / -14.37 eV. Its net charge is +2. Its strongest force on any atom is 3.59 eV/A.

---

DFT (ωB97M-V/def2-TZVPD) results for a cluster of 3 separate species, C16H44N7O9P3 in total in a non-equilibrium geometry.

Each line ends with the Löwdin charge.
Positions of all 79 atoms, in Å:
O: 1.86287 7.84610 -4.55632  -0.049
C: 2.73703 7.51491 -5.50683  -0.141
O: 4.13270 7.10304 -5.33711  -0.129
C: 4.72208 7.54862 -4.07173  -0.154
C: 4.98877 6.24605 -3.06378  -0.150
N: 4.02472 5.16495 -3.50640  -0.160
C: 4.78331 3.90941 -3.88092  -0.306
O: 5.36526 3.18084 -2.92379  0.021
O: 4.80733 3.56127 -5.33893  0.040
P: 2.74946 4.86275 -2.28996  0.755
O: 1.82308 3.68884 -2.88878  -0.355
O: 3.36568 4.26203 -0.75197  -0.186
O: 1.72518 6.24796 -1.97731  -0.179
H: 2.31092 7.49324 -6.62166  0.174
H: 5.81758 7.94455 -4.33708  0.144
H: 4.18476 8.44106 -3.54235  0.139
H: 4.92989 6.52117 -1.92813  0.125
H: 6.09023 5.86537 -3.31552  0.153
H: 4.07992 4.14431 -5.75275  0.135
H: 3.87250 5.05141 -0.37208  0.074
H: 1.98227 6.56889 -1.05457  0.090
C: 0.63950 -0.27117 -0.96236  -0.134
N: 0.27911 -0.24416 -2.37061  -0.316
C: 1.11950 0.73194 -3.07922  -0.144
P: -1.25474 -0.51812 -3.09958  0.770
O: -0.59059 -1.25171 -4.29037  -0.314
N: -1.88114 -2.00862 -2.46024  -0.331
C: -1.58753 -2.54278 -1.13774  -0.158
C: -1.98947 -3.15038 -3.38353  -0.149
N: -2.01827 0.32525 -1.73058  -0.272
C: -3.49685 0.16115 -1.73798  -0.145
C: -1.82731 1.79236 -1.75868  -0.134
H: 0.22590 0.56096 -0.38724  0.067
H: 1.73015 -0.23191 -0.82657  0.087
H: 0.35402 -1.19431 -0.46771  0.043
H: 0.73532 1.75296 -2.97359  0.030
H: 1.16607 0.50980 -4.14733  0.070
H: 2.15669 0.72983 -2.72166  0.081
H: -0.58610 -2.97905 -1.09019  0.083
H: -2.30097 -3.33459 -0.87298  0.078
H: -1.70596 -1.79554 -0.35012  0.053
H: -1.01330 -3.61531 -3.56542  0.082
H: -2.42115 -2.84303 -4.34179  0.070
H: -2.65979 -3.92498 -2.99220  0.074
H: -3.92810 0.53829 -2.67293  0.083
H: -3.95343 0.69696 -0.89819  0.079
H: -3.81412 -0.87761 -1.62008  0.069
H: -2.10281 2.20954 -2.73337  0.089
H: -0.80046 2.08470 -1.54030  0.061
H: -2.42862 2.28650 -0.98512  0.085
C: -3.01564 -5.12539 5.39820  -0.136
N: -2.02545 -4.22627 5.96818  -0.320
C: -2.47271 -3.77087 7.29246  -0.143
P: -0.96748 -3.13360 5.16450  0.768
O: 0.16629 -3.44416 6.17215  -0.315
N: -0.16127 -4.01625 3.90208  -0.332
C: -0.71619 -5.16085 3.19322  -0.152
C: 1.28445 -4.24973 4.05438  -0.146
N: -2.27091 -2.77658 4.00605  -0.269
C: -1.77610 -1.98701 2.84633  -0.142
C: -3.34938 -1.93478 4.56992  -0.139
H: -3.88136 -4.61206 4.97242  0.067
H: -3.40719 -5.82189 6.15388  0.084
H: -2.60652 -5.78041 4.63535  0.047
H: -3.17459 -2.93228 7.21927  0.058
H: -1.62889 -3.43790 7.90030  0.068
H: -2.96589 -4.56638 7.86478  0.079
H: -0.68779 -6.06781 3.80321  0.081
H: -0.14311 -5.36486 2.27888  0.079
H: -1.73425 -4.98039 2.84149  0.070
H: 1.48938 -5.05164 4.77347  0.082
H: 1.79868 -3.33960 4.38043  0.071
H: 1.75180 -4.52839 3.10233  0.077
H: -1.32706 -1.04325 3.17804  0.086
H: -2.59184 -1.76323 2.14970  0.077
H: -1.03056 -2.51947 2.25118  0.068
H: -2.94229 -1.04044 5.05406  0.087
H: -3.95961 -2.46899 5.29778  0.058
H: -4.05564 -1.61928 3.79159  0.087

As for the spin multiplicity: 1. The HOMO-LUMO gap is 6.6 eV. Its SMILES is O=COCCN(C(=O)O)P(=O)(O)O.CN(C)P(=O)(N(C)C)N(C)C.CN(C)P(=O)(N(C)C)N(C)C. The HOMO energy comes out at -7.56 eV. Its strongest force on any atom is 9.37 eV/A.

---

DFT (ωB97M-V/def2-TZVPD) results for a cluster of 10 separate species, C16H44O14 in total in a non-equilibrium geometry.

Each line ends with the Löwdin charge.
Positions of all 74 atoms, in Å:
C: -4.71859 -1.12933 4.16405  0.009
C: -3.24285 -1.39520 3.71382  -0.291
C: -3.08945 -2.14181 2.48369  -0.147
O: -2.34748 -1.26781 1.70862  0.036
C: -2.13252 -0.08047 2.32008  -0.526
O: -1.56178 0.93757 1.88953  0.100
O: -2.82948 -0.07292 3.40111  0.114
H: -5.39365 -1.98429 4.12608  0.083
H: -5.24476 -0.42711 3.51741  0.084
H: -4.65536 -0.67284 5.15183  0.085
H: -2.56998 -1.92772 4.38596  0.161
H: -3.94610 -2.38772 1.85616  0.153
H: -2.50370 -3.01065 2.78388  0.131
C: 4.72672 0.38148 0.71891  -0.014
C: 4.00899 -0.59768 1.68135  -0.339
C: 3.25445 -1.61675 0.91630  -0.100
O: 3.67011 -2.84070 1.56864  0.078
C: 4.71888 -2.62110 2.35240  -0.526
O: 5.10683 -3.44749 3.15709  0.134
O: 5.06273 -1.28944 2.32558  0.085
H: 5.27817 1.04610 1.38397  0.088
H: 3.95373 0.87428 0.12922  0.063
H: 5.43235 -0.07330 0.02367  0.095
H: 3.35311 0.04552 2.26804  0.158
H: 3.52393 -1.61966 -0.13987  0.139
H: 2.24129 -1.24710 1.07430  0.119
C: 0.32005 -3.70086 0.22641  -0.121
O: -0.23247 -3.01223 1.34668  -0.121
H: -0.43574 -3.86745 -0.54114  0.067
H: 1.16345 -3.19085 -0.23907  0.069
H: 0.64540 -4.69694 0.52649  0.088
H: -0.01583 -3.36359 2.21340  0.085
C: -1.02498 3.70770 -3.47271  -0.161
O: 0.23024 4.13238 -3.96756  -0.129
H: -1.88402 4.19542 -3.93346  0.076
H: -1.09642 2.66202 -3.77197  0.074
H: -1.00200 3.83709 -2.39066  0.075
H: 0.56612 4.90420 -3.50595  0.074
C: -2.06800 -2.32447 -2.39040  -0.177
O: -2.78410 -1.98967 -1.26881  -0.117
H: -2.18304 -3.39053 -2.58631  0.083
H: -2.35258 -1.75320 -3.27400  0.088
H: -1.04087 -2.08852 -2.11213  0.061
H: -2.26841 -2.04100 -0.46070  0.043
C: -0.10898 1.29074 -0.82199  -0.157
O: 0.47930 0.10410 -0.26593  -0.107
H: 0.54938 2.15857 -0.86123  0.072
H: -0.67512 1.32939 -1.75263  0.066
H: -0.97186 1.57637 -0.22039  0.048
H: -0.10620 -0.59045 -0.57641  0.047
C: 1.86903 -1.09456 -3.91217  -0.178
O: 1.30255 -2.26790 -4.41552  -0.120
H: 1.64789 -0.36274 -4.68911  0.078
H: 1.33765 -0.88372 -2.98411  0.063
H: 2.94668 -0.96771 -3.80893  0.079
H: 1.79770 -2.69872 -5.11612  0.079
C: -4.66127 1.26648 0.30878  -0.157
O: -5.25108 1.50110 -0.97014  -0.102
H: -3.58240 1.34591 0.17518  0.064
H: -4.95191 2.03525 1.02474  0.085
H: -4.83150 0.31852 0.81917  0.069
H: -5.09001 0.63436 -1.35017  0.066
C: 0.40354 3.61463 2.13654  -0.197
O: 0.28196 4.44338 3.26193  -0.097
H: 1.37276 3.79109 1.67007  0.068
H: 0.39682 2.54172 2.32868  0.068
H: -0.29603 3.82190 1.32676  0.074
H: 0.18402 5.28190 2.80490  0.072
C: 3.20198 1.98667 -2.32845  -0.205
O: 4.54100 1.78935 -2.57515  -0.106
H: 2.53401 2.43007 -3.06691  0.080
H: 2.80809 1.05403 -1.92456  0.057
H: 3.19300 2.62004 -1.44139  0.075
H: 5.04660 2.47683 -2.13546  0.083

As for the spin multiplicity: 1. The HOMO-LUMO gap is 10.3 eV. Its SMILES is C[C@H]1COC(=O)O1.C[C@H]1COC(=O)O1.CO.CO.CO.CO.CO.CO.CO.CO. The HOMO energy comes out at -10.11 eV. Its strongest force on any atom is 4.39 eV/A. The energy above the lowest of the compared OMol25 structures with the same formula, charge and spin comes out at 0.000 eV.